1.
Computed, not measured: a molecular structure, C40H59HgN2O4S, with ωB97M-V/def2-TZVPD.

Element x y z (Å)
Hg: 0.4648 -1.0285 -1.2108
C: -3.5118 5.4222 -0.4197
C: -2.3196 4.9417 0.4193
C: -2.8287 4.5382 1.8058
C: -1.3275 6.1021 0.5928
C: -1.6032 3.7993 -0.2889
C: -1.3900 2.5742 0.2991
C: -0.6691 1.5599 -0.3484
N: -0.3866 0.3400 0.1565
C: -0.4625 -0.1658 1.4096
C: -0.5360 0.5665 2.6000
C: -0.5996 -0.0558 3.8299
C: -0.6213 -1.4536 3.8643
C: -0.5123 -2.2419 2.7327
C: -0.3819 -1.6148 1.4669
O: -0.2207 -2.2948 0.3689
C: -0.5565 -3.7667 2.8100
C: -0.6964 -4.3092 4.2375
C: -1.7666 -4.2548 2.0008
C: 0.7299 -4.3362 2.1996
C: -0.6207 0.8012 5.0891
C: 0.6449 1.6707 5.0958
C: -0.6493 -0.0195 6.3808
C: -1.8644 1.7007 5.0896
C: -0.2415 1.7559 -1.7215
O: 0.3442 0.7903 -2.3573
C: -0.4817 3.0200 -2.3226
C: -1.1097 4.0001 -1.5873
C: -0.0459 3.2603 -3.7644
C: -0.3740 4.6612 -4.2941
C: 1.4734 3.0634 -3.8550
C: -0.7758 2.2555 -4.6676
H: -4.0045 6.2593 0.0724
H: -4.2353 4.6203 -0.5486
H: -3.1905 5.7522 -1.4040
H: -3.3086 5.3888 2.2864
H: -2.0045 4.2185 2.4390
H: -3.5554 3.7324 1.7338
H: -1.8005 6.9296 1.1208
H: -0.9822 6.4634 -0.3729
H: -0.4618 5.7725 1.1649
H: -1.8237 2.3474 1.2569
H: -0.4981 1.6424 2.5462
H: -0.7158 -1.9459 4.8156
H: -1.6481 -4.0196 4.6794
H: 0.1121 -3.9696 4.8828
H: -0.6654 -5.3979 4.2053
H: -2.6874 -3.8622 2.4291
H: -1.8181 -5.3425 2.0048
H: -1.6802 -3.9101 0.9750
H: 1.6005 -3.9635 2.7360
H: 0.7914 -4.0296 1.1610
H: 0.7347 -5.4230 2.2410
H: 1.5310 1.0401 5.0563
H: 0.6888 2.2791 5.9972
H: 0.6640 2.3341 4.2357
H: 0.2115 -0.6801 6.4496
H: -1.5600 -0.6108 6.4489
H: -0.6256 0.6572 7.2338
H: -1.8845 2.3500 4.2194
H: -1.8747 2.3253 5.9819
H: -2.7673 1.0931 5.0832
H: -1.2556 4.9641 -2.0442
H: 0.1307 5.4377 -3.7246
H: -1.4458 4.8493 -4.2866
H: -0.0340 4.7310 -5.3261
H: 1.9854 3.8143 -3.2564
H: 1.8072 3.1536 -4.8865
H: 1.7357 2.0791 -3.4808
H: -1.8510 2.4139 -4.6023
H: -0.5559 1.2388 -4.3603
H: -0.4710 2.3835 -5.7044
O: 2.4936 -0.8900 -3.2976
C: 1.8014 -0.9335 -4.5347
C: 1.8757 -2.3490 -5.0997
C: 1.3454 -3.3826 -4.0971
C: -0.1356 -3.3081 -3.8774
C: -1.0159 -3.9380 -4.7538
C: -2.3725 -3.9175 -4.4911
C: -2.8196 -3.2691 -3.3497
C: -1.8841 -2.6467 -2.5439
N: -0.5788 -2.6568 -2.8017
H: 2.3953 0.0038 -2.9444
H: 2.2655 -0.2252 -5.2359
H: 0.7499 -0.6527 -4.3946
H: 2.9192 -2.5795 -5.3260
H: 1.3064 -2.3943 -6.0320
H: 1.8477 -3.2123 -3.1444
H: 1.6016 -4.3759 -4.4659
H: -0.6308 -4.4635 -5.6158
H: -3.0702 -4.4225 -5.1441
H: -3.8666 -3.2460 -3.0827
H: -2.1810 -2.1369 -1.6334
O: 2.6307 -0.5622 -0.4750
S: 3.9588 -1.2150 -0.4602
C: 4.5112 -1.1574 1.3143
C: 4.4972 -2.5707 1.8823
C: 4.5936 -3.5408 0.7045
C: 3.6216 -3.0155 -0.3298
H: 3.8104 -0.4872 1.8100
H: 5.5062 -0.7199 1.3350
H: 3.5588 -2.7425 2.4106
H: 5.3169 -2.7214 2.5877
H: 4.3407 -4.5578 1.0088
H: 5.6101 -3.5480 0.3051
H: 2.5890 -3.0870 0.0150
H: 3.7219 -3.4723 -1.3110

Its expectation value of S² is 0.790. The total energy is -2521.64590 hartree. As for the spin multiplicity: 2. As for the gap between HOMO and LUMO (spin up / spin down): 6.6 / 5.8 eV. Its net charge is 0. For the HOMO energy (spin up / spin down), the calculation gives -0.226 / -0.243 hartree.


2.
Computed, not measured: a molecular structure, C40H60Cl3N6O2P2ScSe4Si, with ωB97M-V/def2-TZVPD.

Element x y z (Å)
Sc: 0.1362 1.2238 1.4981
C: -2.0237 -1.7963 3.1872
Si: -1.4867 -0.9698 1.5286
C: -3.1625 -0.2041 0.9264
C: -4.3740 -0.7026 1.4088
C: -5.5874 -0.0879 1.1379
C: -5.6102 1.0797 0.3948
C: -4.4249 1.5888 -0.1127
C: -3.2132 0.9415 0.1164
P: -1.6194 1.4191 -0.6376
C: -1.5478 0.0733 -1.9270
C: -2.8058 -0.1810 -2.7592
C: -2.7161 -1.6022 -3.3429
C: -1.2673 -1.9734 -3.7138
C: -0.4707 -0.7214 -4.0766
C: -0.3304 0.2018 -2.8541
C: -1.6817 3.0223 -1.5861
C: -1.5642 4.2234 -0.6181
C: -2.9140 4.8779 -0.3442
C: -3.5586 5.4005 -1.6443
C: -2.9828 4.7240 -2.8943
C: -2.7605 3.2302 -2.6651
C: -1.2524 -2.5417 0.4321
C: -2.3772 -3.2475 -0.0051
C: -2.2697 -4.4788 -0.6279
C: -1.0214 -5.0687 -0.7584
C: 0.1062 -4.3846 -0.3407
C: 0.0169 -3.0983 0.1994
P: 1.5281 -2.1112 0.5481
C: 2.2796 -3.2067 1.8605
C: 1.3877 -3.0992 3.1081
C: 2.1163 -3.6699 4.3213
C: 3.3110 -2.7802 4.6956
C: 3.8751 -2.0468 3.4731
C: 3.7508 -2.8646 2.1888
C: 2.5157 -2.4768 -1.0180
C: 3.1910 -3.8550 -1.1715
C: 4.3804 -3.8076 -2.1436
C: 4.0701 -2.8499 -3.2869
C: 3.9790 -1.4090 -2.7598
C: 3.5450 -1.3758 -1.2871
H: -2.4594 -2.7851 3.0261
H: -1.1748 -1.9120 3.8627
H: -2.7560 -1.1705 3.7009
H: -4.3692 -1.5913 2.0286
H: -6.5079 -0.5082 1.5237
H: -6.5450 1.5906 0.2025
H: -4.4665 2.5060 -0.6803
H: -1.4029 -0.8161 -1.3055
H: -3.7080 -0.0891 -2.1550
H: -2.8731 0.5503 -3.5679
H: -3.0855 -2.3142 -2.6033
H: -3.3596 -1.6698 -4.2234
H: -0.7810 -2.4709 -2.8680
H: -1.2658 -2.6766 -4.5483
H: 0.5205 -0.9905 -4.4505
H: -0.9889 -0.1971 -4.8846
H: 0.5724 -0.0580 -2.2922
H: -0.2171 1.2320 -3.2038
H: -0.7226 2.9699 -2.1143
H: -1.1093 3.9053 0.3238
H: -0.8900 4.9696 -1.0506
H: -3.5634 4.1533 0.1481
H: -2.7785 5.7013 0.3590
H: -4.6380 5.2353 -1.6083
H: -3.4085 6.4789 -1.7280
H: -3.6619 4.8732 -3.7358
H: -2.0284 5.1872 -3.1617
H: -3.7065 2.7625 -2.3967
H: -2.4319 2.7685 -3.5983
H: -3.3583 -2.8085 0.1422
H: -3.1542 -4.9908 -0.9873
H: -0.9291 -6.0587 -1.1876
H: 1.0655 -4.8775 -0.4203
H: 2.2150 -4.2333 1.4854
H: 1.1447 -2.0469 3.3009
H: 0.4491 -3.6291 2.9326
H: 1.4304 -3.7504 5.1667
H: 2.4579 -4.6829 4.0860
H: 2.9996 -2.0334 5.4302
H: 4.0859 -3.3873 5.1711
H: 3.3398 -1.1079 3.3370
H: 4.9234 -1.7916 3.6400
H: 4.1946 -2.2953 1.3692
H: 4.3238 -3.7908 2.2980
H: 1.7394 -2.3713 -1.7885
H: 3.5348 -4.2294 -0.2052
H: 2.4709 -4.5687 -1.5724
H: 5.2900 -3.4858 -1.6299
H: 4.5632 -4.8129 -2.5285
H: 4.8316 -2.9204 -4.0656
H: 3.1185 -3.1493 -3.7370
H: 4.9506 -0.9217 -2.8620
H: 3.2664 -0.8517 -3.3676
H: 4.4164 -1.5114 -0.6431
H: 3.1261 -0.4013 -1.0348
Se: 0.1441 0.8261 4.2298
Se: 2.0168 1.4696 5.3484
Se: 3.4550 2.4198 3.6437
Se: 2.9623 1.2645 1.7167
N: 1.8809 4.5447 1.0939
N: 1.5595 5.0273 2.3586
C: 0.6804 4.3392 3.1257
N: 0.4959 4.7774 4.3718
N: 0.0964 3.2807 2.5853
N: -0.9916 2.7023 3.2024
O: -1.6077 1.9321 2.3760
O: -1.6114 3.2650 4.1119
H: 2.7398 3.9969 1.1169
H: 1.9769 5.3227 0.4551
H: 2.2447 5.5783 2.8553
H: 0.8918 5.6520 4.6661
H: -0.3031 4.3984 4.8619
Cl: 2.1944 2.7558 -3.9314
C: 2.4296 3.3193 -2.2700
Cl: 1.9884 5.0360 -2.1732
Cl: 4.1436 3.1110 -1.7943
C: 1.6038 2.6009 -1.3180
N: 1.1537 2.0590 -0.4116

The total energy is -14758.43216 hartree. As for the gap between HOMO and LUMO: 5.8 eV. Its net charge is 0. For the HOMO energy, the calculation gives -0.235 hartree.